1.
{"formula": "C9H13BN3O3S4Ta", "method": "the ωB97M-V functional and the def2-TZVPD basis", "symbols": ["Ta", "S", "S", "S", "S", "O", "O", "O", "N", "N", "N", "C", "C", "C", "C", "C", "C", "C", "C", "C", "B", "H", "H", "H", "H", "H", "H", "H", "H", "H", "H", "H", "H", "H"], "positions_angstrom": [[0.15845, 0.53330, -0.18022], [-1.45675, -1.19649, 0.07386], [0.21506, -0.77041, -2.31757], [2.23742, -0.65092, 0.81038], [-2.18532, -2.56369, -2.44782], [-1.46064, 1.82559, -1.94462], [2.01130, 1.99727, -1.11543], [-1.14623, 3.65240, -0.63628], [0.83360, 1.35200, 2.53087], [1.48295, 0.30038, 3.18356], [2.72102, -1.62246, 3.18819], [-2.35344, 3.03085, -3.94111], [-1.69954, 4.05793, -1.83673], [3.09996, 1.51408, -1.94883], [-2.66683, 4.30666, -4.38389], [-2.01787, 5.32659, -2.27010], [2.12339, -0.65972, 2.51684], [-2.51223, 5.42619, -3.56277], [-1.17510, -1.57813, -1.68362], [-1.87574, 2.93813, -2.65050], [-1.01560, 2.29874, -0.70935], [-2.47801, 2.16123, -4.57118], [4.03548, 1.97649, -1.64064], [3.20436, -2.35658, 2.69317], [3.17360, 0.43850, -1.80966], [-3.04690, 4.43769, -5.38723], [2.89997, 1.73567, -2.99536], [1.95957, 2.95542, -1.21828], [2.71205, -1.67440, 4.19708], [-0.00452, 1.59166, 3.05204], [1.43806, 2.17100, 2.51512], [1.50896, 0.31163, 4.19472], [-2.76962, 6.40244, -3.94923], [-1.89242, 6.19436, -1.63783]], "lowdin_charge": [1.253, 0.540, 0.602, 0.688, 0.776, 0.043, -0.254, 0.165, 0.028, -0.052, 0.167, 0.032, -0.175, -0.076, -0.041, 0.032, -0.766, -0.039, -1.694, -0.175, -0.664, 0.133, 0.106, 0.132, 0.059, 0.121, 0.106, 0.117, 0.147, 0.128, 0.127, 0.179, 0.121, 0.133], "lumo_ev": -8.6835, "gap_ev": 5.51, "e_homo_ev": -14.20, "charge": 2, "energy_ev": -65710.6500}

2.
{"formula": "C9H13BrN2O", "method": "the ωB97M-V functional and the def2-TZVPD basis", "symbols": ["Br", "O", "N", "N", "C", "C", "C", "C", "C", "C", "C", "C", "C", "H", "H", "H", "H", "H", "H", "H", "H", "H", "H", "H", "H", "H"], "positions_angstrom": [[-2.17032, 2.59034, 0.20950], [0.14300, 1.67112, -1.61367], [-3.24279, -1.94769, 0.57651], [-1.96860, -0.16162, 0.33188], [0.24537, 1.12275, -0.56632], [1.48047, 0.31608, -0.08904], [1.97457, -0.45249, -1.36988], [2.52498, 1.38140, 0.31499], [-2.44181, -0.52717, -0.88703], [-3.19606, -1.62360, -0.70879], [-2.51739, -1.03934, 1.22118], [-1.16531, 0.91581, 0.54243], [1.15329, -0.68239, 1.00330], [1.10754, -0.97335, -1.72249], [0.17229, -1.16891, 1.05602], [1.85026, -1.44395, 1.10473], [1.20670, -0.07659, 1.84058], [2.91952, -1.06861, -1.13241], [2.17032, 1.89489, 1.24355], [2.45197, 0.31038, -2.01725], [3.42355, 0.91451, 0.56389], [-2.24899, -0.05545, -1.80355], [2.82170, 2.14758, -0.50617], [-3.64738, -2.22062, -1.44106], [-0.82602, 1.07670, 1.56432], [-2.22084, -0.89978, 2.28479]], "lowdin_charge": [0.691, 0.094, 0.068, -0.179, -0.302, -0.523, -0.032, -0.036, -0.090, -0.163, -0.139, -0.559, -0.037, 0.078, 0.087, 0.071, 0.056, 0.114, 0.099, 0.085, 0.055, 0.113, 0.129, 0.092, 0.082, 0.145], "lumo_ev": 0.5336, "smiles": "CC(C)(C)C(=O)[C@@H](Br)n1ccnc1", "gap_ev": 9.66, "e_homo_ev": -9.13, "energy_ev": -84612.1625}

3.
{"formula": "C9H13Cl", "method": "the ωB97M-V functional and the def2-TZVPD basis", "symbols": ["Cl", "C", "C", "C", "C", "C", "C", "C", "C", "C", "H", "H", "H", "H", "H", "H", "H", "H", "H", "H", "H", "H", "H"], "positions_angstrom": [[-3.67952, -0.90711, 0.22173], [1.77799, -0.35211, -0.55470], [-2.45587, 1.46892, 0.35327], [-1.27877, 2.42107, 0.24487], [0.17446, 0.61435, 1.06196], [-1.57068, -0.18094, -1.35306], [-2.41965, 0.26527, -0.22300], [0.94752, -1.85115, 1.19014], [0.83954, -0.43420, 0.54551], [-0.05833, 1.89297, 0.45993], [-1.31475, 3.49267, -0.10773], [-1.05500, -1.04912, -1.02939], [0.47386, -1.95496, 2.15881], [2.00017, -2.32093, 1.28668], [2.71816, -0.19889, -0.11378], [0.32428, -2.40517, 0.53087], [-2.25107, -0.49644, -2.06191], [1.71718, -1.27530, -1.26693], [-0.93808, 0.62540, -1.45413], [0.77078, 2.55151, 0.23426], [1.56647, 0.52695, -1.12927], [-3.40602, 1.77251, 0.90771], [-0.60875, 0.45719, 1.75291]], "mulliken_spin": [0.026, 0.028, -0.113, 0.606, -0.039, 0.023, 0.329, -0.004, 0.470, 0.522, 0.029, 0.013, 0.001, 0.014, 0.032, 0.013, 0.005, 0.013, -0.005, 0.024, -0.035, 0.029, 0.019], "lumo_ev": [0.8888, -2.3733], "s2": 2.030, "spin_multiplicity": 3, "gap_ev": [5.91, 6.91], "e_homo_ev": [-5.02, -9.28], "energy_ev": -22060.1364}

4.
{"formula": "C9H13ClN2S", "method": "the ωB97M-V functional and the def2-TZVPD basis", "symbols": ["Cl", "S", "N", "N", "C", "C", "C", "C", "C", "C", "C", "C", "C", "H", "H", "H", "H", "H", "H", "H", "H", "H", "H", "H", "H", "H"], "positions_angstrom": [[-4.65740, 1.35884, 0.46791], [-4.43168, -0.75926, 0.39234], [-5.07737, -1.50142, -0.74489], [-1.40563, -0.85110, -0.48475], [-1.25603, 1.71546, -0.92004], [3.46978, 1.49801, 0.90727], [1.26500, 1.55148, -0.20974], [-0.00176, 1.01426, -0.43205], [2.08924, -0.58991, 0.67602], [0.90826, -1.20918, 0.27284], [0.52335, -2.60859, 0.34503], [-0.20697, -0.37240, -0.21172], [2.22876, 0.77373, 0.41799], [4.04750, 1.84615, 0.06517], [-1.78053, 1.20291, -1.78294], [3.21649, 2.36328, 1.38578], [-0.28426, -2.86563, 0.91939], [1.64876, 2.47794, -0.33097], [0.35468, -3.04331, -0.60778], [-0.99122, 2.68595, -1.20602], [-1.88547, 1.81071, -0.14613], [1.41145, -3.18240, 0.60501], [4.05848, 0.82891, 1.67706], [2.98575, -1.00278, 1.10816], [-1.33282, -1.86632, -0.45690], [-4.89639, -1.27531, -1.70602]], "lowdin_charge": [0.024, 0.467, -0.449, 0.132, -0.053, -0.043, 0.011, -0.152, 0.006, -0.168, -0.071, -0.297, -0.263, 0.080, 0.107, 0.037, 0.061, 0.084, 0.084, 0.058, -0.008, 0.094, 0.123, 0.108, 0.033, -0.005], "lumo_ev": [-0.9408, -1.0982], "gap_ev": [6.73, 7.27], "e_homo_ev": [-7.67, -8.37], "energy_ev": -35878.1239}

5.
{"formula": "C9H13GdNO2", "method": "the ωB97M-V functional and the def2-TZVPD basis", "symbols": ["Gd", "O", "O", "N", "C", "C", "C", "C", "C", "C", "C", "C", "C", "H", "H", "H", "H", "H", "H", "H", "H", "H", "H", "H", "H", "H"], "positions_angstrom": [[0.41494, -0.13914, 0.33139], [-0.07432, -0.64862, 2.58675], [-0.92811, -1.98458, 1.01943], [-1.08612, 1.50712, -0.40713], [-2.05677, 1.91155, -1.42715], [-0.82880, -1.64920, 2.26316], [2.24338, -0.90678, -1.24745], [-2.10038, 0.85104, -2.44224], [-1.60860, -2.37430, 3.32620], [2.03510, 1.38149, -0.91243], [2.76959, 0.83942, 0.19012], [2.90688, -0.57141, -0.01863], [1.71772, 0.30785, -1.80820], [-0.92752, -2.97025, 3.94015], [3.24364, 1.41510, 0.98907], [1.78038, 2.43130, -1.06415], [2.21753, -1.88827, -1.71745], [-1.47710, 0.93442, -3.32734], [-2.66220, -0.05219, -2.22862], [-0.97971, 2.28943, 0.25046], [3.50389, -1.25159, 0.58989], [-2.11526, -1.64792, 3.97020], [1.20474, 0.40378, -2.76383], [-3.08272, 1.98878, -1.00392], [-2.34332, -3.02707, 2.85817], [-1.76686, 2.85003, -1.94645]], "mulliken_spin": [8.135, -0.005, 0.004, -0.052, -0.012, -0.172, 0.053, -0.853, 0.023, -0.144, 0.100, -0.095, -0.040, -0.002, 0.027, 0.007, 0.033, 0.000, 0.005, -0.025, 0.013, -0.001, 0.022, -0.022, 0.001, -0.002], "lumo_ev": [3.1060, 2.9927], "s2": 16.736, "spin_multiplicity": 8, "gap_ev": [4.27, 6.31], "e_homo_ev": [-1.16, -3.32], "charge": -1, "energy_ev": -35963.0923}

6.
{"formula": "C9H13LiN2O3", "method": "the ωB97M-V functional and the def2-TZVPD basis", "symbols": ["O", "O", "O", "N", "N", "C", "C", "C", "C", "C", "C", "C", "C", "C", "Li", "H", "H", "H", "H", "H", "H", "H", "H", "H", "H", "H", "H", "H"], "positions_angstrom": [[3.65584, -1.46804, 1.59131], [0.53917, -1.21810, -1.59100], [2.39431, 0.14853, 0.66697], [-0.58574, 0.87494, -0.56984], [-0.18916, -1.64195, 1.32090], [-1.92326, 2.84751, -0.55595], [1.66337, -0.83343, 2.72982], [-1.65697, 1.58782, -2.57140], [-2.20151, 2.66991, -1.90433], [-0.84308, 0.71100, -1.86201], [-1.10832, 1.92184, 0.06821], [0.74689, -2.01124, 2.40809], [2.69482, -0.70070, 1.57468], [-0.18494, -0.46237, -2.54519], [0.89431, -0.35451, 0.06308], [0.47377, -0.07682, -3.33013], [2.18962, -1.01258, 3.66573], [1.17601, -1.78351, -2.04112], [-0.65645, -2.47077, 0.97235], [-0.91925, -1.04773, 1.70100], [-2.83158, 3.37456, -2.43120], [1.07301, 0.08392, 2.81009], [-0.84901, 2.00919, 1.11756], [1.36839, -2.83642, 2.05857], [-2.32426, 3.68547, -0.00378], [-1.85459, 1.43060, -3.62413], [-0.95624, -1.07667, -3.02331], [0.21484, -2.35046, 3.30504]], "lowdin_charge": [-0.001, -0.110, -0.163, 0.061, -0.039, -0.052, -0.126, -0.016, -0.055, -0.252, -0.107, -0.262, -0.718, -0.170, 0.576, 0.137, 0.112, 0.118, 0.080, 0.075, 0.111, 0.101, 0.118, 0.117, 0.107, 0.120, 0.132, 0.105], "lumo_ev": 0.1383, "gap_ev": 8.09, "e_homo_ev": -7.95, "energy_ev": -18873.7556}

7.
{"formula": "C9H13N", "method": "the ωB97M-V functional and the def2-TZVPD basis", "symbols": ["N", "C", "C", "C", "C", "C", "C", "C", "C", "C", "H", "H", "H", "H", "H", "H", "H", "H", "H", "H", "H", "H", "H"], "positions_angstrom": [[-2.52426, 2.06199, 0.32252], [0.58065, 0.59922, 0.00199], [1.46555, -0.63028, -0.42246], [-1.44810, -1.19555, 0.15043], [0.96175, 0.66433, 1.48299], [-1.68849, -2.17076, 0.98715], [-1.38902, -1.02710, -1.28642], [-0.82674, 0.16437, -0.10199], [-1.78498, 1.24788, 0.01322], [1.01483, 1.85349, -0.76800], [0.21336, 1.17933, 2.01867], [1.35615, -1.57280, 0.08318], [-2.03352, -2.97490, 0.46233], [-2.18933, -0.68742, -1.97979], [1.80614, 1.24029, 1.63794], [0.52438, 2.63337, -0.33872], [2.02319, 2.08099, -0.63200], [1.30796, -0.81970, -1.43281], [-0.65052, -1.61838, -1.92552], [0.91872, 1.66318, -1.75254], [-1.47492, -2.04415, 1.98519], [2.54276, -0.45710, -0.47959], [1.29446, -0.19032, 1.97424]], "lowdin_charge": [0.173, -0.492, -0.054, -0.280, -0.036, 0.113, 0.028, -0.228, -0.188, 0.005, 0.080, 0.085, 0.051, 0.107, 0.063, 0.061, 0.077, 0.042, 0.117, 0.060, 0.054, 0.095, 0.068], "lumo_ev": 0.6647, "smiles": "C=C1C[C@]1(C#N)C(C)(C)C", "gap_ev": 10.37, "e_homo_ev": -9.70, "energy_ev": -11029.9001}

8.
{"formula": "C9H13N2", "method": "the ωB97M-V functional and the def2-TZVPD basis", "symbols": ["N", "N", "C", "C", "C", "C", "C", "C", "C", "C", "C", "H", "H", "H", "H", "H", "H", "H", "H", "H", "H", "H", "H", "H"], "positions_angstrom": [[-2.55626, -0.42066, 0.22604], [-0.62026, 0.44549, -0.22925], [1.99286, 1.25758, -0.38748], [2.27119, -1.69987, -1.62915], [-2.74198, 0.90775, -0.12764], [-1.53644, 1.44148, -0.41115], [2.44644, -0.98752, -0.64778], [3.10629, 0.23549, 1.57736], [-3.59471, -1.33952, 0.54992], [-1.28692, -0.65983, 0.14627], [2.56560, 0.16336, 0.18822], [-4.52331, -0.63885, 0.45295], [4.11819, 0.14142, 1.55644], [-3.44561, -2.27950, -0.04894], [2.98915, 1.24033, 1.89294], [2.06384, -2.32234, -2.42722], [-0.82568, -1.57582, 0.40953], [1.74404, 1.24892, -1.46740], [0.38979, 0.67691, -0.08112], [-1.20276, 2.40081, -0.70116], [-3.40060, -1.56746, 1.60652], [2.74484, -0.57541, 2.33287], [-3.58930, 1.52984, -0.13942], [2.11676, 2.30342, 0.00137]], "lowdin_charge": [-0.121, 0.117, -0.018, 0.176, -0.007, -0.021, -0.089, -0.032, 0.020, -0.046, -0.356, 0.148, 0.052, 0.128, 0.070, 0.023, 0.161, 0.104, 0.079, 0.131, 0.108, 0.137, 0.128, 0.109], "lumo_ev": -3.0766, "gap_ev": 9.65, "e_homo_ev": -12.72, "charge": 1, "energy_ev": -12514.1471}

9.
{"formula": "C9H13N2", "method": "the ωB97M-V functional and the def2-TZVPD basis", "symbols": ["N", "N", "C", "C", "C", "C", "C", "C", "C", "C", "C", "H", "H", "H", "H", "H", "H", "H", "H", "H", "H", "H", "H", "H"], "positions_angstrom": [[0.18651, 0.97922, -0.66242], [-1.06597, -0.76772, 0.14151], [-0.75994, 2.69263, -1.75069], [1.83135, 2.74262, -1.29802], [0.03116, -1.67026, 0.58451], [0.84812, -1.02092, 1.77096], [-0.44199, -3.08825, 0.78591], [0.42058, 2.23510, -1.19949], [-1.90687, 2.19837, -1.43763], [-1.03397, 0.41259, -0.42207], [-2.27998, 1.08486, -0.79671], [1.76351, -1.44583, 2.16892], [0.19329, -1.09711, 2.66162], [1.01763, 0.45645, -0.33477], [2.45904, 1.96050, -0.73986], [-1.95909, -1.17288, 0.32112], [2.05834, 2.77975, -2.35180], [0.03841, -3.73998, 0.10696], [1.87644, 3.82891, -0.92026], [1.13406, 0.03286, 1.47390], [-3.35529, 0.97923, -0.46936], [0.71962, -1.72959, -0.27178], [-0.23028, -3.45632, 1.81753], [-1.54470, -3.19422, 0.82192]], "mulliken_spin": [0.011, 0.258, 0.633, 0.012, -0.034, 0.024, 0.007, 0.310, 0.466, 0.107, 0.183, 0.000, 0.000, -0.007, 0.000, -0.016, 0.020, 0.000, 0.016, -0.002, 0.005, 0.008, 0.000, -0.001], "lumo_ev": [-3.8023, -7.0360], "s2": 2.024, "spin_multiplicity": 3, "gap_ev": [6.60, 5.75], "e_homo_ev": [-10.41, -12.79], "charge": 1, "energy_ev": -12511.0493}

10.
{"formula": "C9H13N2O", "method": "the ωB97M-V functional and the def2-TZVPD basis", "symbols": ["O", "N", "N", "C", "C", "C", "C", "C", "C", "C", "C", "C", "H", "H", "H", "H", "H", "H", "H", "H", "H", "H", "H", "H", "H"], "positions_angstrom": [[1.60829, -0.95667, -0.24022], [-0.44441, 3.09491, 0.16359], [-1.06931, -0.20537, -0.05901], [-2.42827, 0.59135, -0.14801], [-1.22092, -1.45517, -0.85485], [3.45703, 0.12248, 0.13806], [1.28699, 0.38163, -0.02388], [-1.10207, -0.48947, 1.36805], [2.40939, 1.05346, 0.30140], [-0.25774, 2.07807, -0.30956], [0.00248, 0.71385, -0.53664], [2.91946, -1.09848, -0.04847], [-2.83978, 0.86631, -1.09279], [2.56062, 2.11531, 0.28011], [-0.77696, 0.34718, 1.88726], [-0.38460, -1.20865, 1.61308], [-2.39443, 1.36566, 0.56175], [4.41017, 0.27312, 0.44926], [-3.13976, -0.05865, 0.16367], [-2.12449, -1.93682, -0.40864], [-1.42472, -1.36810, -1.89158], [-0.43102, -2.19471, -0.64590], [-2.02855, -0.69236, 1.78263], [3.39376, -1.99634, -0.40010], [0.01887, 0.65744, -2.04921]], "lowdin_charge": [0.021, 0.262, -0.256, 0.046, 0.020, -0.017, -0.276, 0.014, 0.044, -0.212, -0.220, -0.061, 0.123, 0.137, 0.110, 0.110, 0.094, 0.090, 0.067, 0.128, 0.101, 0.118, 0.105, 0.143, 0.308], "lumo_ev": -3.8259, "gap_ev": 9.05, "e_homo_ev": -12.88, "charge": 1, "energy_ev": -14560.2121}